[1]
C2H15AgBO6 | the ωB97M-V functional and the def2-TZVPD basis

Each line ends with the Löwdin charge.
CARTESIAN COORDINATES (ANGSTROEM)
Ag: -6.44 27.82 -24.88  0.992
C: -10.49 27.03 -23.65  0.059
C: -9.07 27.19 -24.17  -0.630
O: -8.19 27.55 -23.38  0.134
O: -8.63 27.08 -25.32  0.119
H: -11.10 27.89 -23.37  0.101
H: -10.49 26.61 -22.64  0.103
H: -11.04 26.54 -24.44  0.102
B: -5.39 25.56 -24.86  -0.270
H: -6.01 25.09 -25.61  -0.009
H: -6.07 25.80 -24.05  -0.021
H: -4.58 24.96 -24.47  0.029
H: -4.87 26.41 -25.28  -0.032
O: -5.20 27.90 -23.01  -0.047
H: -5.85 27.60 -22.37  0.059
H: -4.38 27.50 -22.71  0.090
O: -7.10 30.01 -25.02  -0.042
H: -7.49 30.55 -24.33  0.078
H: -7.58 30.26 -25.81  0.072
O: -6.33 27.57 -27.14  -0.065
H: -5.80 27.03 -27.72  0.088
H: -7.13 27.74 -27.62  0.078
O: -4.45 29.09 -25.84  -0.072
H: -4.36 28.36 -26.46  0.017
H: -3.68 29.63 -25.98  0.068

Calculated values
- Energy: -707.9673 hartree
- Frontier orbital gap (alpha / beta): 0.4009 / 0.2531 hartree
- Net charge: +1
- Multiplicity: 3
- Largest force on an atom: 4.7 eV/A

---

[2]
CH4O3 | the ωB97M-V functional and the def2-TZVPD basis

Each line ends with the Löwdin charge.
CARTESIAN COORDINATES (ANGSTROEM)
O: 1.11 0.63 -0.45  -0.020
C: 0.48 -0.12 0.50  -0.352
O: -0.82 0.24 0.84  -0.116
O: -1.36 0.55 -0.45  -0.040
H: 0.98 0.42 -1.39  0.113
H: 0.38 -1.22 0.11  0.146
H: 1.07 -0.17 1.41  0.130
H: -1.83 -0.34 -0.56  0.139

Calculated values
- Energy: -266.0902 hartree
- Frontier orbital gap: 0.4053 hartree
- Energy relative to the best compared isomer or geometry (same formula, charge and spin): 91.5 kcal per mole
- SMILES string: OCOO
- Net charge: 0
- Largest force on an atom: 4.3 eV/A

---

[3]
C28H25F15GeNOS4SbSi2Ta | the ωB97M-V functional and the def2-TZVPD basis

Each line ends with the Löwdin charge.
CARTESIAN COORDINATES (ANGSTROEM)
Ta: -1.13 0.87 -0.77  0.789
S: -4.30 3.38 0.97  -0.210
Sb: -2.17 2.95 1.60  0.473
S: -0.82 3.12 -0.56  0.008
S: -1.22 -0.64 1.05  0.479
N: -4.86 1.86 -1.90  0.236
C: -3.80 1.11 -1.94  -0.494
O: -3.19 0.85 -0.85  -0.310
C: -3.19 0.52 -3.17  -0.158
C: -1.68 0.46 -2.91  -0.331
H: -5.06 2.34 -1.01  0.003
H: -5.35 2.12 -2.74  0.135
H: -3.47 1.08 -4.06  0.120
H: -3.62 -0.48 -3.27  0.129
H: -1.16 1.25 -3.46  0.043
H: -1.25 -0.48 -3.25  0.041
F: 4.22 3.44 0.86  0.100
C: 3.66 4.02 -0.21  -0.228
C: 2.77 3.30 -0.98  -0.141
C: 2.25 3.94 -2.10  -0.248
F: 1.40 3.31 -2.92  0.055
C: 2.57 5.25 -2.41  -0.134
F: 2.04 5.83 -3.48  0.132
C: 3.46 5.94 -1.61  -0.125
F: 3.77 7.20 -1.90  0.143
C: 4.02 5.33 -0.50  -0.136
F: 4.87 5.99 0.27  0.133
Ge: 2.44 1.46 -0.42  0.729
S: 1.04 0.36 -1.72  0.309
C: 4.19 0.58 -0.61  -0.124
C: 4.67 0.34 -1.89  -0.228
F: 3.95 0.74 -2.95  0.075
C: 5.88 -0.27 -2.13  -0.138
F: 6.31 -0.48 -3.37  0.131
C: 6.67 -0.66 -1.05  -0.128
F: 7.84 -1.24 -1.26  0.142
C: 6.23 -0.41 0.24  -0.136
F: 6.99 -0.77 1.28  0.132
C: 5.00 0.20 0.44  -0.214
F: 4.64 0.44 1.71  0.107
C: 1.84 1.37 1.44  -0.167
C: 1.43 2.45 2.21  -0.270
F: 1.46 3.69 1.71  0.073
C: 0.96 2.31 3.50  -0.180
F: 0.56 3.36 4.20  0.116
C: 0.89 1.04 4.06  -0.128
F: 0.42 0.89 5.29  0.146
C: 1.30 -0.06 3.33  -0.168
F: 1.23 -1.28 3.86  0.129
C: 1.78 0.13 2.05  -0.303
F: 2.19 -0.95 1.37  0.078
C: -4.92 -0.85 1.04  -0.174
Si: -3.71 -2.24 1.32  0.407
C: -4.57 -3.86 0.91  -0.181
C: -3.23 -2.24 3.13  -0.182
C: -2.15 -2.02 0.23  -0.733
Si: -1.04 -3.55 -0.03  0.411
C: -1.93 -4.75 -1.16  -0.171
C: -0.64 -4.33 1.62  -0.167
C: 0.55 -3.09 -0.89  -0.194
H: -5.77 -0.98 1.72  0.042
H: -5.31 -0.83 0.02  0.031
H: -4.48 0.13 1.25  0.003
H: -5.51 -3.89 1.46  0.036
H: -3.98 -4.73 1.21  0.023
H: -4.80 -3.94 -0.15  0.034
H: -4.09 -2.54 3.73  0.039
H: -2.93 -1.24 3.46  0.022
H: -2.41 -2.92 3.36  0.020
H: -2.50 -1.70 -0.76  0.019
H: -2.81 -5.22 -0.70  0.011
H: -1.24 -5.55 -1.45  0.036
H: -2.26 -4.25 -2.07  0.035
H: -1.52 -4.73 2.12  0.024
H: -0.16 -3.61 2.29  0.030
H: 0.06 -5.15 1.48  0.038
H: 0.37 -2.69 -1.89  0.020
H: 1.16 -3.99 -0.99  0.041
H: 1.12 -2.35 -0.33  -0.010

Calculated values
- Energy: -7256.0450 hartree
- Frontier orbital gap (alpha / beta): 0.2214 / 0.2515 hartree
- Energy relative to the best compared isomer or geometry (same formula, charge and spin): 0.3 kcal per mole
- Net charge: 0
- Multiplicity: 2
- Largest force on an atom: 0.2 eV/A